{"formula": "C21H25F5GaN3O3SSiTe", "method": "ωB97M-V/def2-TZVPD", "spin_multiplicity": 1, "orbital_gap_ha": 0.2493, "energy_ev": -124768.2438, "relative_energy_kj_mol": 50.3, "homo_energy_ev": -7.922, "species": ["Ga", "C", "C", "C", "C", "C", "C", "C", "S", "O", "O", "N", "C", "C", "C", "C", "C", "N", "H", "H", "H", "H", "H", "H", "H", "H", "H", "H", "H", "C", "Si", "C", "C", "N", "C", "C", "C", "C", "C", "C", "H", "H", "H", "H", "H", "H", "H", "H", "H", "H", "H", "H", "H", "H", "F", "Te", "F", "F", "F", "F", "O"], "positions_angstrom": [[0.26, -0.50, -1.34], [-4.58, 2.54, 5.21], [-3.94, 1.65, 4.18], [-4.43, 1.58, 2.88], [-3.84, 0.76, 1.93], [-2.74, 0.01, 2.30], [-2.23, 0.04, 3.59], [-2.83, 0.87, 4.52], [-1.90, -0.96, 1.11], [-1.37, -2.14, 1.71], [-2.97, -1.23, 0.09], [-0.73, -0.10, 0.48], [-0.50, 1.27, 0.43], [-0.89, 2.31, 1.26], [-0.42, 3.58, 0.96], [0.41, 3.80, -0.13], [0.77, 2.71, -0.90], [0.31, 1.49, -0.62], [-5.45, 3.04, 4.81], [-3.87, 3.30, 5.55], [-4.88, 1.96, 6.08], [-5.30, 2.17, 2.61], [-4.22, 0.72, 0.92], [-1.38, -0.57, 3.85], [-2.44, 0.90, 5.53], [-1.52, 2.15, 2.12], [-0.72, 4.41, 1.59], [0.78, 4.79, -0.37], [1.41, 2.79, -1.76], [4.53, -2.29, -0.42], [2.72, -1.92, -0.15], [1.79, -3.52, 0.02], [2.50, -0.94, 1.44], [2.03, -1.00, -1.47], [2.63, -0.80, -2.74], [1.92, -1.06, -3.92], [2.50, -0.82, -5.16], [3.79, -0.34, -5.26], [4.50, -0.07, -4.09], [3.93, -0.29, -2.85], [4.84, -2.98, 0.38], [5.17, -1.41, -0.36], [4.71, -2.78, -1.37], [2.08, -4.05, 0.93], [1.98, -4.18, -0.83], [0.71, -3.36, 0.08], [3.29, -1.20, 2.15], [1.54, -1.17, 1.92], [2.54, 0.13, 1.26], [0.92, -1.47, -3.86], [1.92, -1.04, -6.05], [4.24, -0.16, -6.23], [5.51, 0.32, -4.15], [4.47, -0.03, -1.95], [-0.76, 0.20, -2.74], [-2.65, -1.13, -2.03], [-4.44, -0.68, -2.27], [-3.40, -2.82, -1.95], [-2.56, -1.21, -3.86], [-2.69, 0.67, -1.47], [-1.05, -1.91, -1.59]]}

---

{"formula": "C38H44CrOP2", "method": "ωB97M-V/def2-TZVPD", "spin_multiplicity": 5, "orbital_gap_ha": [0.1592, 0.1552], "energy_ev": -89153.0831, "relative_energy_kj_mol": 1043.8, "homo_energy_ev": [-4.394, -4.327], "species": ["Cr", "C", "C", "C", "C", "C", "C", "C", "C", "C", "H", "H", "H", "H", "H", "H", "H", "H", "H", "H", "H", "H", "H", "H", "H", "P", "P", "C", "C", "C", "C", "C", "C", "C", "C", "C", "C", "C", "C", "C", "C", "C", "C", "C", "C", "C", "C", "C", "C", "C", "C", "C", "C", "H", "H", "H", "H", "H", "H", "H", "H", "H", "H", "H", "H", "H", "H", "H", "H", "H", "H", "H", "H", "H", "H", "C", "C", "C", "O", "H", "H", "H", "H", "H", "H", "H"], "positions_angstrom": [[-0.73, 2.24, -3.66], [-2.54, 1.26, -6.16], [-2.50, -0.06, -5.80], [-1.44, -1.07, -6.08], [-0.06, -0.35, -6.33], [0.39, 0.52, -5.23], [0.41, 1.92, -5.27], [-0.35, 2.78, -6.31], [-1.63, 2.14, -6.96], [1.63, -0.30, 0.15], [-3.51, 1.74, -5.88], [-3.37, -0.40, -5.20], [-1.71, -1.77, -6.92], [-1.32, -1.75, -5.21], [0.68, -1.17, -6.41], [-0.08, 0.17, -7.31], [1.01, -0.07, -4.54], [1.26, 2.41, -4.72], [0.32, 3.08, -7.14], [-0.70, 3.74, -5.87], [-2.31, 2.96, -7.28], [-1.39, 1.56, -7.87], [0.96, 0.54, -0.05], [2.29, -0.09, 1.01], [1.04, -1.20, 0.34], [-1.64, -0.93, -1.86], [2.54, -0.46, -1.38], [-0.01, -1.46, -2.50], [1.35, -1.17, -2.51], [-2.54, -2.46, -1.70], [-3.03, -3.17, -2.81], [-3.83, -4.29, -2.60], [-4.12, -4.71, -1.29], [-3.59, -4.03, -0.20], [-2.76, -2.92, -0.39], [-3.08, 0.12, -2.49], [-2.81, 1.34, -3.15], [-3.70, 2.44, -3.08], [-4.99, 2.26, -2.55], [-5.40, 0.96, -2.23], [-4.48, -0.12, -2.27], [4.06, -1.40, -1.27], [3.95, -2.75, -0.94], [5.11, -3.53, -0.90], [6.35, -2.94, -1.17], [6.46, -1.57, -1.44], [5.30, -0.78, -1.47], [2.96, 1.22, -1.97], [2.72, 2.33, -1.14], [2.82, 3.63, -1.64], [3.21, 3.84, -2.97], [3.53, 2.74, -3.78], [3.41, 1.44, -3.28], [-0.22, -2.32, -3.19], [1.88, -1.56, -3.40], [-2.81, -2.84, -3.83], [-4.22, -4.86, -3.45], [-4.76, -5.58, -1.13], [-3.81, -4.35, 0.82], [-2.30, -2.40, 0.44], [-2.09, 1.17, -4.06], [-3.34, 3.43, -3.38], [-5.67, 3.10, -2.38], [-6.43, 0.80, -1.91], [-4.87, -1.11, -2.11], [2.97, -3.16, -0.69], [5.05, -4.59, -0.64], [7.26, -3.55, -1.16], [7.43, -1.09, -1.60], [5.34, 0.30, -1.62], [2.42, 2.18, -0.09], [2.57, 4.48, -0.99], [3.24, 4.87, -3.35], [3.84, 2.89, -4.81], [3.65, 0.61, -3.93], [-0.91, 1.19, 1.53], [-1.59, 1.09, 0.15], [-3.08, 0.86, 0.56], [-1.17, 1.97, -0.70], [-1.37, 2.08, 1.98], [0.16, 1.37, 1.43], [-1.10, 0.35, 2.22], [-1.41, -0.08, -0.50], [-3.51, 1.79, 0.95], [-3.70, 0.51, -0.26], [-3.11, 0.10, 1.36]]}

---

{"formula": "C4H5N3O2S", "method": "ωB97M-V/def2-TZVPD", "spin_multiplicity": 3, "orbital_gap_ha": [0.2876, 0.2166], "energy_ev": -23622.5476, "relative_energy_kj_mol": 378.2, "homo_energy_ev": [-7.218, -9.141], "species": ["C", "C", "C", "C", "N", "N", "N", "O", "O", "S", "H", "H", "H", "H", "H"], "positions_angstrom": [[1.36, 0.76, 1.46], [0.90, -1.66, 0.95], [-1.20, 2.19, -1.49], [0.69, -0.25, 0.75], [1.84, 1.66, 1.99], [0.02, -2.59, 0.42], [-0.11, 0.18, -0.27], [-0.39, 1.53, -0.43], [-0.55, -0.62, -1.09], [2.14, -2.20, 1.94], [-0.56, 2.15, -2.28], [-2.25, 1.79, -1.63], [-1.28, 3.07, -0.99], [-0.76, -2.42, -0.13], [0.16, -3.58, 0.78]]}

---

{"formula": "C24H53BrN2O7P", "method": "ωB97M-V/def2-TZVPD", "spin_multiplicity": 1, "orbital_gap_ha": 0.2826, "energy_ev": -122385.7257, "charge": 1, "homo_energy_ev": -11.531, "species": ["C", "C", "O", "C", "C", "O", "C", "C", "C", "C", "N", "C", "P", "O", "Br", "N", "C", "C", "C", "H", "H", "H", "H", "H", "H", "H", "H", "H", "H", "H", "H", "H", "H", "H", "H", "H", "H", "H", "H", "H", "C", "C", "C", "O", "H", "H", "H", "H", "H", "H", "H", "H", "C", "C", "C", "O", "H", "H", "H", "H", "H", "H", "H", "H", "C", "C", "C", "O", "H", "H", "H", "H", "H", "H", "H", "H", "C", "C", "C", "O", "H", "H", "H", "H", "H", "H", "H", "H"], "positions_angstrom": [[7.70, -1.16, 0.44], [8.00, -2.59, 0.00], [8.78, -2.63, -1.19], [8.12, -3.11, -2.34], [7.16, -2.06, -2.91], [5.85, -2.63, -3.13], [4.79, -2.01, -2.58], [3.78, -2.77, -2.02], [2.67, -2.17, -1.47], [1.60, -3.05, -0.87], [1.77, -4.45, -1.27], [2.58, -0.76, -1.47], [1.24, 0.32, -0.71], [-0.12, -0.50, -0.98], [1.68, -0.20, 1.41], [3.58, -0.05, -2.06], [3.59, 1.44, -2.11], [4.20, 2.02, -0.85], [4.65, -0.64, -2.60], [8.44, -0.47, 0.04], [7.72, -1.08, 1.53], [6.71, -0.82, 0.12], [8.56, -3.11, 0.77], [7.06, -3.14, -0.16], [8.90, -3.33, -3.06], [7.56, -4.02, -2.12], [7.10, -1.22, -2.21], [7.52, -1.67, -3.87], [3.85, -3.85, -2.06], [0.63, -2.73, -1.23], [1.65, -2.94, 0.22], [2.41, -4.89, -0.61], [0.87, -4.90, -1.13], [-0.44, -1.03, -0.24], [4.16, 1.70, -2.99], [2.57, 1.78, -2.26], [4.32, 3.10, -0.95], [5.18, 1.56, -0.67], [3.59, 1.79, 0.02], [5.40, -0.01, -3.06], [-2.40, -5.02, -4.28], [-1.89, -5.13, -2.86], [-3.03, -5.23, -1.85], [-1.03, -4.03, -2.54], [-3.00, -4.11, -4.39], [-1.57, -4.96, -4.98], [-3.02, -5.87, -4.55], [-1.25, -6.02, -2.77], [-3.65, -4.33, -1.90], [-2.64, -5.32, -0.84], [-3.66, -6.09, -2.06], [-1.56, -3.23, -2.61], [-2.79, 2.53, 2.38], [-2.64, 1.04, 2.62], [-1.97, 0.74, 3.94], [-1.93, 0.42, 1.54], [-1.80, 3.01, 2.35], [-3.28, 2.72, 1.42], [-3.37, 3.01, 3.16], [-3.63, 0.57, 2.60], [-0.96, 1.16, 3.96], [-1.88, -0.34, 4.10], [-2.52, 1.16, 4.78], [-1.05, 0.82, 1.51], [-6.73, 2.19, 2.04], [-6.82, 1.79, 0.58], [-7.40, 0.39, 0.42], [-5.54, 1.87, -0.04], [-6.07, 1.51, 2.58], [-6.31, 3.20, 2.13], [-7.71, 2.17, 2.52], [-7.44, 2.50, 0.04], [-6.77, -0.34, 0.92], [-7.46, 0.12, -0.64], [-8.40, 0.33, 0.85], [-4.96, 1.24, 0.41], [-2.88, 6.74, 4.13], [-3.80, 6.46, 2.95], [-4.76, 7.62, 2.69], [-4.53, 5.24, 3.16], [-3.46, 6.88, 5.04], [-2.20, 5.90, 4.29], [-2.29, 7.64, 3.96], [-3.21, 6.27, 2.06], [-5.39, 7.78, 3.57], [-5.40, 7.39, 1.84], [-4.21, 8.54, 2.48], [-5.08, 5.36, 3.94]]}

---

{"formula": "C36H52O30", "method": "ωB97M-V/def2-TZVPD", "smiles": "C[C@H]1COC(=O)O1.C[C@H]1COC(=O)O1.C[C@H]1COC(=O)O1.C[C@H]1COC(=O)O1.C[C@H]1COC(=O)O1.C[C@H]1COC(=O)O1.O=C1OCCO1.O=C1OCCO1.O=C1OCCO1.O=C1OCCO1", "spin_multiplicity": 1, "orbital_gap_ha": 0.3820, "energy_ev": -99602.0790, "relative_energy_kj_mol": 0.0, "homo_energy_ev": -10.153, "species": ["C", "C", "C", "O", "C", "O", "O", "H", "H", "H", "H", "H", "H", "C", "C", "C", "O", "C", "O", "O", "H", "H", "H", "H", "H", "H", "C", "C", "C", "O", "C", "O", "O", "H", "H", "H", "H", "H", "H", "C", "C", "C", "O", "C", "O", "O", "H", "H", "H", "H", "H", "H", "C", "C", "C", "O", "C", "O", "O", "H", "H", "H", "H", "H", "H", "C", "C", "C", "O", "C", "O", "O", "H", "H", "H", "H", "H", "H", "O", "C", "O", "C", "C", "O", "H", "H", "H", "H", "O", "C", "O", "C", "C", "O", "H", "H", "H", "H", "O", "C", "O", "C", "C", "O", "H", "H", "H", "H", "O", "C", "O", "C", "C", "O", "H", "H", "H", "H"], "positions_angstrom": [[-3.31, 2.85, -4.58], [-3.73, 2.82, -3.12], [-5.27, 2.67, -3.02], [-5.43, 1.52, -2.21], [-4.26, 0.81, -2.18], [-4.23, -0.34, -1.91], [-3.24, 1.63, -2.51], [-2.23, 2.97, -4.69], [-3.75, 3.70, -5.11], [-3.54, 1.88, -5.03], [-3.37, 3.75, -2.68], [-5.73, 2.50, -3.99], [-5.78, 3.55, -2.61], [3.88, 3.21, 3.74], [4.68, 3.01, 2.49], [5.39, 4.26, 1.94], [6.64, 3.78, 1.49], [6.81, 2.49, 1.95], [7.76, 1.84, 1.67], [5.83, 2.18, 2.81], [3.33, 2.29, 3.95], [3.14, 4.00, 3.62], [4.47, 3.47, 4.62], [4.11, 2.51, 1.71], [5.50, 5.07, 2.67], [4.74, 4.64, 1.16], [-5.71, 2.40, 1.14], [-5.34, 0.94, 1.22], [-3.93, 0.60, 1.73], [-4.15, 0.11, 3.03], [-5.47, -0.10, 3.24], [-5.92, -0.49, 4.28], [-6.16, 0.17, 2.12], [-5.17, 2.86, 0.31], [-5.43, 3.02, 1.99], [-6.80, 2.44, 1.08], [-5.61, 0.52, 0.25], [-3.31, 1.49, 1.68], [-3.44, -0.10, 1.05], [0.44, -3.94, -1.12], [1.04, -4.49, -2.39], [2.15, -3.69, -3.12], [3.22, -4.61, -3.30], [2.85, -5.82, -2.83], [3.46, -6.82, -3.02], [1.73, -5.72, -2.11], [0.48, -4.63, -0.28], [-0.64, -3.81, -1.23], [0.76, -2.95, -0.81], [0.22, -4.58, -3.11], [2.46, -2.76, -2.66], [1.77, -3.45, -4.12], [3.13, -0.99, 4.37], [2.92, -2.27, 3.62], [1.45, -2.48, 3.20], [1.54, -2.85, 1.82], [2.82, -2.82, 1.42], [3.17, -3.16, 0.33], [3.60, -2.26, 2.37], [4.18, -0.81, 4.62], [2.56, -1.03, 5.30], [2.83, -0.13, 3.76], [3.20, -3.13, 4.24], [0.79, -1.61, 3.21], [0.96, -3.25, 3.80], [-4.68, -3.73, 4.74], [-3.49, -2.85, 4.37], [-2.09, -3.46, 4.62], [-1.51, -3.70, 3.35], [-2.36, -3.22, 2.38], [-2.10, -3.30, 1.22], [-3.46, -2.73, 2.92], [-5.38, -3.70, 3.91], [-5.20, -3.31, 5.59], [-4.35, -4.75, 4.95], [-3.58, -1.85, 4.79], [-2.18, -4.39, 5.18], [-1.48, -2.74, 5.17], [-1.04, 4.37, -1.12], [-0.10, 4.13, -1.82], [-0.17, 3.97, -3.17], [1.07, 3.50, -3.65], [2.04, 3.88, -2.53], [1.17, 3.94, -1.40], [1.12, 2.42, -3.85], [1.33, 3.99, -4.59], [2.65, 4.77, -2.67], [2.79, 3.12, -2.30], [2.32, -0.02, -3.41], [2.85, 0.24, -2.37], [2.64, -0.41, -1.22], [3.56, 0.02, -0.23], [4.51, 0.95, -1.00], [3.79, 1.18, -2.22], [3.12, 0.56, 0.62], [4.09, -0.81, 0.22], [5.46, 0.45, -1.23], [4.71, 1.93, -0.56], [-1.22, -1.13, -2.10], [-0.89, -1.03, -3.23], [-0.84, 0.15, -3.89], [-0.17, -0.01, -5.15], [0.06, -1.53, -5.26], [-0.46, -2.03, -4.03], [-0.88, 0.34, -5.90], [0.71, 0.62, -5.19], [1.12, -1.73, -5.33], [-0.51, -2.00, -6.06], [1.37, 2.03, 2.36], [0.71, 1.45, 1.55], [0.19, 1.97, 0.43], [-0.77, 1.04, -0.06], [-0.30, -0.31, 0.46], [0.42, 0.14, 1.64], [-1.73, 1.33, 0.38], [-1.05, 1.14, -1.11], [0.32, -0.82, -0.26], [-1.14, -0.90, 0.80]]}

---

{"formula": "C15H24N3O3ReS2SbSe3Te", "method": "ωB97M-V/def2-TZVPD", "spin_multiplicity": 4, "orbital_gap_ha": [0.2469, 0.2358], "energy_ev": -260228.0928, "relative_energy_kj_mol": 97.8, "homo_energy_ev": [-7.198, -7.497], "species": ["Re", "Se", "Se", "Te", "Se", "C", "C", "C", "O", "H", "H", "H", "H", "H", "H", "H", "C", "Sb", "C", "C", "H", "H", "H", "H", "H", "H", "H", "H", "H", "N", "C", "C", "C", "C", "C", "C", "S", "O", "O", "N", "C", "S", "C", "C", "N", "H", "H", "H", "H", "H", "H", "H", "H"], "positions_angstrom": [[1.26, -0.60, 0.36], [3.64, -0.57, 1.30], [2.60, 1.50, 1.23], [3.19, 2.11, -1.17], [1.98, 0.08, -2.00], [1.46, -2.30, 3.71], [0.20, -1.74, 3.07], [-0.72, -1.12, 4.12], [0.50, -0.75, 2.12], [1.21, -3.08, 4.43], [2.01, -1.51, 4.22], [2.13, -2.73, 2.96], [-0.35, -2.55, 2.57], [-0.19, -0.31, 4.63], [-1.03, -1.86, 4.85], [-1.60, -0.70, 3.64], [3.59, -3.92, 0.13], [1.66, -3.15, -0.26], [1.42, -3.61, -2.31], [0.42, -4.60, 0.68], [3.62, -4.99, -0.10], [3.85, -3.76, 1.17], [4.31, -3.39, -0.50], [1.67, -4.65, -2.49], [2.08, -2.96, -2.88], [0.39, -3.43, -2.61], [0.48, -5.54, 0.14], [-0.62, -4.25, 0.68], [0.74, -4.74, 1.71], [-1.92, 6.03, -4.29], [-1.72, 5.30, -3.12], [-0.43, 5.10, -2.62], [-0.23, 4.42, -1.44], [-1.32, 3.93, -0.73], [-2.61, 4.13, -1.21], [-2.81, 4.82, -2.39], [-1.06, 3.02, 0.76], [0.04, 3.63, 1.46], [-2.34, 2.90, 1.40], [-0.52, 1.58, 0.28], [-1.32, 0.62, -0.10], [-3.05, 0.58, -0.34], [-2.96, -1.09, -0.79], [-1.69, -1.54, -0.70], [-0.77, -0.59, -0.32], [-1.13, 6.07, -4.92], [-2.79, 5.88, -4.76], [0.42, 5.49, -3.17], [0.77, 4.27, -1.05], [-3.45, 3.77, -0.63], [-3.81, 4.98, -2.76], [-3.84, -1.65, -1.06], [-1.37, -2.54, -0.91]]}